# 1
{
  "formula": "C30H22ClF4N6O5SSr",
  "method": "wB97M-V/def2-TZVPD",
  "elements": ["Sr", "O", "C", "C", "C", "C", "C", "C", "C", "O", "N", "O", "O", "H", "H", "H", "H", "C", "C", "C", "S", "O", "C", "C", "C", "H", "H", "H", "H", "H", "H", "H", "H", "H", "H", "H", "H", "H", "H", "F", "C", "C", "F", "C", "C", "C", "F", "C", "C", "C", "N", "C", "N", "F", "C", "C", "N", "C", "N", "Cl", "C", "C", "C", "C", "N", "C", "H", "H", "H", "H"],
  "xyz": [[0.3609, 0.3813, 0.0891], [-1.3165, 2.0710, -0.4816], [-2.5556, 2.0950, -0.4185], [-3.4293, 1.0575, 0.0301], [-4.7987, 1.3793, 0.0884], [-5.6988, 0.4541, 0.5247], [-5.2905, -0.8404, 0.8949], [-3.9723, -1.1832, 0.8344], [-2.9754, -0.2532, 0.4129], [-1.7455, -0.5900, 0.3888], [-7.1156, 0.8115, 0.6055], [-7.8856, -0.0430, 0.9950], [-7.4325, 1.9394, 0.2822], [-3.0619, 3.0188, -0.7384], [-5.1454, 2.3629, -0.2023], [-6.0403, -1.5466, 1.2230], [-3.6399, -2.1743, 1.1125], [1.0103, 3.2029, 6.3854], [0.4175, 1.8025, 6.2746], [0.8751, 1.0388, 5.0366], [0.5233, 1.8788, 3.4835], [0.8277, 0.8257, 2.4256], [-1.2714, 1.9963, 3.5717], [-2.0259, 0.6871, 3.7552], [-3.5324, 0.9305, 3.7358], [0.7133, 3.6718, 7.3220], [0.6806, 3.8549, 5.5734], [2.1007, 3.1692, 6.3595], [-0.6732, 1.8472, 6.3027], [0.7135, 1.2075, 7.1406], [0.4282, 0.0473, 4.9548], [1.9610, 0.9244, 5.0291], [-1.5450, 2.4814, 2.6298], [-1.4772, 2.7165, 4.3695], [-1.7481, 0.2254, 4.7041], [-1.7437, -0.0082, 2.9617], [-3.8322, 1.6024, 4.5420], [-4.0752, -0.0055, 3.8606], [-3.8497, 1.3751, 2.7911], [2.7951, -3.6007, -2.5314], [2.8057, -3.9818, -3.8048], [3.5453, -5.0382, -4.1661], [4.2459, -5.6718, -3.2454], [3.6056, -5.5156, -5.5397], [2.7834, -4.7624, -6.4746], [2.0441, -3.7059, -6.1038], [1.3234, -3.0677, -7.0117], [2.0044, -3.2228, -4.7392], [1.2732, -2.1350, -4.3650], [1.2353, -1.6225, -3.0264], [1.1780, -1.1270, -1.9928], [0.4608, -1.3465, -5.2454], [-0.1757, -0.6351, -5.8839], [2.7708, -5.1357, -7.7377], [4.3689, -6.5736, -5.9167], [4.4465, -7.0593, -7.2645], [4.5694, -7.4991, -8.3177], [5.1915, -7.3226, -5.0099], [5.8813, -7.9548, -4.3448], [1.5370, 5.9877, -2.1386], [2.2205, 4.6978, -1.2244], [3.4866, 4.8063, -0.6771], [3.9755, 3.7356, 0.0530], [3.1853, 2.6110, 0.2019], [1.9641, 2.5046, -0.3308], [1.4885, 3.5364, -1.0319], [4.0678, 5.7071, -0.8191], [4.9576, 3.7732, 0.5023], [3.5391, 1.7627, 0.7764], [0.4906, 3.4442, -1.4403]],
  "forces_ev_per_angstrom": [[0.0, -0.1, 0.1], [0.0, 0.0, 0.0], [0.0, 0.0, 0.0], [0.0, 0.0, 0.0], [0.0, 0.0, 0.0], [0.0, 0.0, 0.0], [0.0, 0.0, 0.0], [0.0, 0.0, 0.0], [0.0, 0.0, 0.0], [0.0, 0.0, 0.0], [0.0, 0.0, 0.0], [0.0, 0.0, 0.0], [0.0, 0.0, 0.0], [0.0, 0.0, 0.0], [0.0, 0.0, 0.0], [0.0, 0.0, 0.0], [0.0, 0.0, 0.0], [0.0, 0.0, 0.0], [0.0, 0.0, 0.0], [0.0, 0.0, 0.0], [0.0, 0.0, 0.0], [0.0, 0.0, -0.1], [0.0, 0.0, 0.0], [0.0, 0.0, 0.0], [0.0, 0.0, 0.0], [0.0, 0.0, 0.0], [0.0, 0.0, 0.0], [0.0, 0.0, 0.0], [0.0, 0.0, 0.0], [0.0, 0.0, 0.0], [0.0, 0.0, 0.0], [0.0, 0.0, 0.0], [0.0, 0.0, 0.0], [0.0, 0.0, 0.0], [0.0, 0.0, 0.0], [0.0, 0.0, 0.0], [0.0, 0.0, 0.0], [0.0, 0.0, 0.0], [0.0, 0.0, 0.0], [0.0, 0.0, 0.0], [0.0, 0.0, 0.0], [0.0, 0.0, 0.0], [0.0, 0.0, 0.0], [0.0, 0.0, 0.0], [0.0, 0.0, 0.0], [0.0, 0.0, 0.0], [0.0, 0.0, 0.0], [0.0, 0.0, 0.0], [-0.2, 0.1, 0.0], [0.2, 0.0, 0.1], [-0.1, 0.0, 0.0], [0.1, 0.0, -0.1], [-0.1, 0.0, 0.0], [0.0, 0.0, 0.0], [0.0, 0.0, 0.0], [0.0, 0.0, 0.0], [0.0, 0.0, 0.0], [0.0, 0.0, 0.0], [0.0, 0.0, 0.0], [0.0, 0.0, 0.0], [0.0, 0.0, 0.0], [0.0, 0.0, 0.0], [0.0, 0.0, 0.0], [0.0, 0.0, 0.0], [0.0, 0.1, -0.1], [0.1, 0.0, 0.0], [0.0, 0.0, 0.0], [0.0, 0.0, 0.0], [0.0, 0.0, 0.0], [0.0, 0.0, 0.0]],
  "mulliken_charge": [2.532, -0.554, -0.543, 0.523, -0.524, -0.378, -0.487, -0.429, 0.395, -0.855, 1.026, -0.620, -0.619, 0.349, 0.487, 0.522, 0.447, -1.152, -0.394, -0.881, 0.238, -0.781, -0.645, -0.165, -1.400, 0.385, 0.302, 0.316, 0.216, 0.428, 0.411, 0.517, 0.300, 0.504, 0.359, 0.281, 0.475, 0.374, 0.192, -0.278, 0.284, 0.021, -0.279, 0.147, 0.247, 0.062, -0.283, 0.351, 1.099, -0.296, -0.318, -0.298, -0.442, -0.270, 1.261, -0.129, -0.416, -0.141, -0.429, -0.191, 0.085, -0.150, -0.726, -0.319, -0.106, -0.467, 0.446, 0.393, 0.456, 0.535],
  "orbital_gap_ev": [5.1, 5.1],
  "charge": 1,
  "spin_multiplicity": 1,
  "e_above_lowest_kj_mol": 0.0,
  "homo_ev": [-10.83, -10.83]
}

---

# 2
{
  "formula": "C2H2ClFO2",
  "method": "wB97M-V/def2-TZVPD",
  "elements": ["O", "C", "O", "C", "F", "Cl", "H", "H"],
  "xyz": [[-1.0649, -1.4641, 0.4745], [-0.7116, -0.4841, -0.1368], [-1.2513, 0.3238, -1.0393], [0.6546, -0.0170, 0.4324], [0.9833, 1.3681, 0.3442], [1.9340, -0.8253, -0.5011], [-0.9684, 1.2558, -1.0923], [0.4243, -0.1571, 1.5184]],
  "forces_ev_per_angstrom": [[-1.4, 0.6, -2.2], [2.3, 1.4, 2.1], [-1.7, -1.0, -0.5], [-0.2, 1.6, 0.3], [-0.9, -1.1, -0.3], [-0.3, -0.1, 0.9], [0.7, -0.8, 0.5], [1.6, -0.6, -0.8]],
  "mulliken_charge": [-0.466, 0.485, -0.479, 0.229, -0.278, -0.132, 0.381, 0.259],
  "orbital_gap_ev": 11.4,
  "charge": 0,
  "spin_multiplicity": 1,
  "e_above_lowest_kj_mol": 85.4,
  "smiles": "O=C(O)[C@H](F)Cl",
  "homo_ev": -10.93
}

---

# 3
{
  "formula": "CH4N2O2",
  "method": "wB97M-V/def2-TZVPD",
  "elements": ["O", "N", "C", "N", "O", "H", "H", "H", "H"],
  "xyz": [[2.0338, 0.0295, 1.0738], [0.6728, -0.1023, 0.8710], [0.2920, 0.0006, -0.3661], [-1.0600, -0.2474, -0.5905], [-1.7947, 0.2474, 0.4999], [2.4810, 0.2096, 0.2347], [0.8804, 0.2609, -1.2671], [-1.5166, 0.1776, -1.4513], [-1.9888, -0.5760, 0.9954]],
  "forces_ev_per_angstrom": [[0.3, 0.2, 0.3], [0.1, 0.1, -2.4], [0.2, 0.0, 1.3], [-1.1, 1.1, -1.6], [-0.9, -1.1, 0.5], [0.0, 0.0, -0.1], [0.1, -0.4, 0.7], [1.3, -0.6, 1.5], [0.0, 0.8, -0.1]],
  "mulliken_charge": [-0.332, -0.214, 0.020, -0.210, -0.419, 0.316, 0.207, 0.283, 0.348],
  "orbital_gap_ev": 9.7,
  "charge": 0,
  "spin_multiplicity": 1,
  "e_above_lowest_kj_mol": 351.9,
  "smiles": "O/N=C/NO",
  "homo_ev": -8.85
}

---

# 4
{
  "formula": "C5H11NO",
  "method": "wB97M-V/def2-TZVPD",
  "elements": ["H", "N", "C", "C", "H", "H", "H", "H", "C", "C", "H", "H", "H", "H", "C", "O", "H", "H"],
  "xyz": [[1.0549, -0.8472, 1.9613], [1.2073, -0.6981, 0.9590], [1.0432, 0.5159, 0.6434], [0.6878, 1.6401, 1.5705], [1.1636, 0.7664, -0.4178], [-0.1228, 2.2441, 1.1511], [0.3729, 1.2477, 2.5416], [1.5444, 2.3055, 1.7219], [-1.9242, -0.5370, -1.0270], [-1.8830, 0.7467, -0.7050], [-1.3525, -0.9119, -1.8707], [-2.4996, -1.2550, -0.4483], [-1.2929, 1.4496, -1.2870], [-2.4174, 1.1451, 0.1534], [1.1083, -1.9539, -1.2265], [1.1689, -1.0840, -2.0615], [0.1441, -2.2882, -0.8028], [1.9969, -2.4858, -0.8556]],
  "forces_ev_per_angstrom": [[0.0, 0.0, -0.1], [0.0, 0.2, 0.3], [0.0, 0.0, -0.1], [-0.1, 0.0, 0.1], [0.0, -0.1, 0.2], [0.1, -0.1, 0.0], [0.0, 0.1, -0.1], [-0.1, -0.1, -0.1], [0.0, 0.0, 0.0], [0.0, 0.0, 0.0], [-0.1, 0.0, 0.1], [0.0, 0.1, -0.1], [-0.1, -0.1, 0.0], [0.0, -0.1, -0.1], [0.0, 0.1, -0.1], [0.0, -0.2, 0.1], [0.1, 0.0, -0.1], [0.0, 0.0, -0.1]],
  "mulliken_charge": [0.205, -0.509, 0.137, -1.024, 0.390, 0.237, 0.327, 0.308, -0.462, -0.633, 0.290, 0.251, 0.304, 0.248, -0.091, -0.449, 0.186, 0.285],
  "orbital_gap_ev": 10.6,
  "charge": 0,
  "spin_multiplicity": 1,
  "e_above_lowest_kj_mol": 286.9,
  "smiles": "[H]/N=C\\C.C=C.C=O",
  "homo_ev": -9.56
}

---

# 5
{
  "formula": "C4H13N2",
  "method": "wB97M-V/def2-TZVPD",
  "elements": ["C", "C", "C", "C", "N", "N", "H", "H", "H", "H", "H", "H", "H", "H", "H", "H", "H", "H", "H"],
  "xyz": [[0.9306, 0.2237, -0.7221], [0.1990, 1.5667, -0.5411], [-1.2451, 1.4877, -0.9721], [-1.9842, 0.5478, -0.0319], [-1.6705, -0.7678, -0.3708], [0.6998, -0.6885, 0.3394], [0.5588, -0.1988, -1.7256], [2.0096, 0.3495, -0.9448], [0.7211, 2.3292, -1.0474], [0.2303, 1.8630, 0.5308], [-1.7628, 2.3984, -0.9779], [-1.3782, 1.0810, -1.8968], [-3.0495, 0.6533, 0.0804], [4.7000, -3.9216, 3.2730], [-1.6529, 0.7185, 1.0096], [-0.3955, -1.0775, 0.1525], [4.0670, -3.5478, 3.4824], [1.2911, -1.5640, 0.2510], [-2.2686, -1.4528, 0.1115]],
  "forces_ev_per_angstrom": [[0.2, 0.4, -1.6], [-0.3, -0.6, 1.2], [0.2, -0.2, 2.7], [1.0, -0.2, -0.2], [0.3, -1.0, -0.2], [-0.5, -1.5, -0.2], [0.4, 0.2, 0.9], [-0.3, -0.3, 0.5], [0.6, 0.8, -0.9], [0.1, -0.3, -0.5], [-0.4, 1.7, 0.2], [0.0, -1.0, -2.8], [-0.9, 0.0, 0.0], [-0.7, 0.4, 0.2], [0.1, 0.1, 0.4], [0.3, 0.6, 0.4], [0.7, -0.4, -0.2], [-0.6, 1.2, -0.1], [0.0, 0.1, 0.2]],
  "mulliken_charge": [-0.389, -0.762, -0.896, -0.529, -0.312, -0.399, 0.332, 0.491, 0.378, 0.380, 0.398, 0.463, 0.539, 0.035, 0.396, 0.224, -0.035, 0.344, 0.342],
  "orbital_gap_ev": 6.7,
  "charge": 1,
  "spin_multiplicity": 1,
  "e_above_lowest_kj_mol": 684.2,
  "homo_ev": -15.09
}

---

# 6
{
  "formula": "C3H2NP",
  "method": "wB97M-V/def2-TZVPD",
  "elements": ["N", "C", "C", "P", "C", "H", "H"],
  "xyz": [[3.1709, 0.0210, 1.9923], [2.6602, 0.2688, 0.9979], [1.8105, 0.5467, -0.0598], [1.3097, 0.8437, -1.5984], [0.0180, 0.1814, -0.3816], [-0.1966, -0.8431, -0.5559], [-0.3490, 0.6900, 0.4159]],
  "forces_ev_per_angstrom": [[0.9, -0.2, 0.9], [-1.1, 0.2, -0.5], [-2.5, -1.0, -2.3], [-0.3, 0.2, 1.7], [5.0, -0.1, -1.7], [-0.2, -0.8, 0.4], [-1.8, 1.6, 1.6]],
  "mulliken_charge": [-0.381, 0.601, -0.057, -0.095, -0.718, 0.276, 0.375],
  "orbital_gap_ev": 8.3,
  "charge": 0,
  "spin_multiplicity": 1,
  "e_above_lowest_kj_mol": 104.6,
  "smiles": "N#CC1=PC1",
  "homo_ev": -9.39
}

---

# 7
{
  "formula": "H24O12",
  "method": "wB97M-V/def2-TZVPD",
  "elements": ["O", "H", "H", "O", "H", "H", "O", "H", "H", "O", "H", "H", "O", "H", "H", "O", "H", "H", "O", "H", "H", "O", "H", "H", "O", "H", "H", "O", "H", "H", "O", "H", "H", "O", "H", "H"],
  "xyz": [[0.8939, 0.4872, -0.5291], [0.9770, 1.3164, -0.0449], [0.9247, -0.1891, 0.1569], [-2.0620, -3.1055, 2.3528], [-1.9473, -2.2963, 1.8420], [-3.0182, -3.2098, 2.4152], [-2.3541, -1.8719, 0.2654], [-2.1274, -1.8600, -0.6714], [-2.1909, -0.9680, 0.5576], [1.3177, 3.3836, 4.2386], [0.7760, 3.8137, 3.5674], [2.0043, 2.9341, 3.7331], [-0.7111, 3.9542, 1.3835], [-0.1613, 4.7349, 1.2520], [-1.1679, 3.8446, 0.5419], [-0.3631, 0.4077, -4.0599], [0.5443, 0.0826, -4.0646], [-0.7091, 0.1496, -4.9217], [4.2242, -3.6800, -1.7831], [4.8791, -3.1807, -2.2838], [3.4958, -3.0597, -1.6658], [-2.8072, -0.5653, -2.0731], [-3.2978, 0.2359, -1.8579], [-1.9599, -0.4480, -1.6289], [0.1486, -2.9005, 0.8999], [-0.3773, -2.2111, 1.3209], [0.7536, -2.4167, 0.3265], [0.6518, 0.6040, -2.3303], [1.2084, 1.3735, -2.1657], [-0.1227, 0.7520, -1.7760], [-4.2406, 0.5941, -0.1828], [-3.3676, 0.5912, 0.2258], [-4.3528, -0.3082, -0.5024], [5.2363, 2.2565, 1.9556], [5.3230, 1.3082, 2.1045], [4.4382, 2.4978, 2.4390]],
  "forces_ev_per_angstrom": [[1.1, -0.9, 8.8], [0.1, 0.2, 0.8], [0.2, -0.1, 0.9], [-0.1, -0.2, 1.3], [-0.5, -0.9, 0.2], [0.1, 0.0, 0.0], [-0.1, 0.9, -0.4], [-0.3, -0.4, 0.0], [-0.2, 0.1, -0.2], [0.1, 0.0, -0.2], [-0.1, -0.1, 0.1], [-0.1, 0.0, 0.1], [0.2, 0.0, -0.1], [-0.1, 0.0, 0.0], [-0.1, 0.0, 0.1], [-1.5, -0.7, -3.5], [-0.5, 0.2, 0.1], [-0.4, -0.1, -0.4], [0.0, 0.2, 0.0], [0.0, -0.1, 0.0], [0.0, -0.1, 0.0], [0.4, -0.2, -0.4], [0.0, 0.2, -0.2], [0.1, 0.3, -0.7], [0.6, 0.4, -0.2], [0.3, -0.4, -0.1], [0.1, -0.2, 0.0], [0.8, 1.9, -4.9], [-0.1, -0.3, -0.3], [0.3, 0.0, -1.4], [-0.1, 0.4, 0.2], [-0.3, 0.1, 0.1], [-0.1, -0.2, 0.3], [-0.2, -0.1, 0.1], [0.1, 0.1, 0.0], [0.2, 0.0, 0.0]],
  "mulliken_charge": [-0.493, 0.263, 0.121, -0.633, 0.273, 0.292, -0.532, 0.297, 0.308, -0.621, 0.316, 0.304, -0.620, 0.329, 0.295, -0.469, 0.313, 0.238, -0.624, 0.325, 0.299, -0.625, 0.415, 0.175, -0.558, 0.318, 0.284, -0.640, 0.295, 0.350, -0.680, 0.297, 0.387, -0.636, 0.325, 0.310],
  "orbital_gap_ev": 8.0,
  "charge": 0,
  "spin_multiplicity": 1,
  "e_above_lowest_kj_mol": 794.5,
  "smiles": "O.O.O.O.O.O.O.O.O.O.O.O",
  "homo_ev": -8.83
}